{"formula": "C33H61Br3O14", "method": "ωB97M-V with the def2-TZVPD basis set", "species": ["C", "C", "C", "O", "C", "O", "O", "H", "H", "H", "H", "H", "H", "C", "C", "C", "O", "C", "O", "O", "H", "H", "H", "H", "H", "H", "C", "C", "O", "C", "H", "H", "H", "H", "H", "H", "C", "C", "O", "C", "H", "H", "H", "H", "H", "H", "C", "C", "O", "C", "H", "H", "H", "H", "H", "H", "C", "C", "O", "C", "H", "H", "H", "H", "H", "H", "C", "C", "O", "C", "H", "H", "H", "H", "H", "H", "C", "C", "O", "C", "H", "H", "H", "H", "H", "H", "C", "C", "O", "C", "H", "H", "H", "H", "H", "H", "C", "C", "O", "C", "H", "H", "H", "H", "H", "H", "C", "Br", "Br", "Br", "H"], "positions_angstrom": [[-4.279, 2.840, -1.495], [-4.616, 3.813, -0.371], [-5.182, 5.092, -0.972], [-6.205, 5.356, -0.110], [-6.621, 4.205, 0.524], [-7.531, 4.086, 1.325], [-5.717, 3.260, 0.360], [-4.045, 1.933, -0.938], [-3.393, 3.173, -2.036], [-5.116, 2.709, -2.181], [-3.707, 3.913, 0.223], [-5.458, 5.024, -2.024], [-4.465, 5.905, -0.855], [1.712, -0.130, 1.246], [0.345, -0.426, 0.493], [-0.871, 0.042, 1.247], [-1.528, 1.009, 0.464], [-0.804, 1.196, -0.608], [-1.094, 2.008, -1.453], [0.250, 0.392, -0.676], [1.803, 0.849, 1.717], [2.573, -0.316, 0.604], [1.787, -0.846, 2.065], [0.250, -1.494, 0.295], [-0.573, 0.447, 2.214], [-1.638, -0.725, 1.356], [3.033, 0.369, -2.228], [4.072, 1.007, -3.177], [3.785, 1.408, -4.334], [5.449, 1.248, -2.643], [2.932, 0.979, -1.331], [3.325, -0.591, -1.801], [2.072, 0.367, -2.743], [6.242, 1.343, -3.385], [5.760, 0.382, -2.059], [5.432, 2.146, -2.025], [-0.670, -1.055, -5.618], [-1.746, -0.061, -5.207], [-2.338, 0.561, -6.088], [-2.077, -0.023, -3.766], [0.203, -0.646, -6.127], [-1.045, -1.843, -6.271], [-0.228, -1.514, -4.734], [-2.491, -0.971, -3.421], [-2.754, 0.793, -3.513], [-1.153, 0.240, -3.252], [5.857, -0.102, 1.319], [7.039, 0.811, 0.941], [6.981, 1.472, -0.083], [8.298, 0.833, 1.732], [4.986, 0.135, 0.708], [5.535, 0.052, 2.349], [6.037, -1.163, 1.146], [9.125, 1.283, 1.183], [8.471, -0.209, 2.000], [8.124, 1.480, 2.592], [1.466, -3.411, -1.289], [0.062, -3.696, -1.646], [-0.774, -3.597, -0.793], [-0.151, -4.229, -3.064], [1.991, -2.849, -2.060], [1.874, -4.422, -1.294], [1.595, -2.923, -0.323], [0.140, -5.279, -3.021], [0.462, -3.622, -3.730], [-1.222, -4.289, -3.257], [-0.651, 4.702, 0.137], [-0.841, 5.847, -0.831], [-0.646, 7.035, -0.537], [-1.365, 5.384, -2.155], [-1.536, 4.090, 0.310], [-0.311, 5.068, 1.105], [0.118, 4.024, -0.235], [-0.724, 4.623, -2.600], [-1.235, 6.239, -2.818], [-2.397, 5.039, -2.106], [0.021, -4.643, 3.535], [-0.520, -3.243, 3.747], [-0.098, -2.284, 3.088], [-1.699, -3.063, 4.638], [-0.745, -5.332, 3.180], [0.408, -5.091, 4.450], [0.810, -4.560, 2.787], [-2.380, -2.453, 4.044], [-1.558, -2.525, 5.576], [-2.275, -3.981, 4.753], [-7.181, -0.606, 1.368], [-6.194, 0.249, 2.035], [-6.462, 0.928, 3.025], [-4.813, 0.217, 1.408], [-7.417, -0.233, 0.371], [-8.132, -0.617, 1.900], [-6.837, -1.637, 1.292], [-4.084, 0.857, 1.905], [-4.919, 0.559, 0.379], [-4.415, -0.797, 1.425], [5.338, -5.145, -0.004], [4.571, -3.796, 0.226], [4.447, -2.950, -0.657], [3.968, -3.457, 1.524], [6.050, -5.067, -0.826], [4.571, -5.830, -0.363], [5.802, -5.542, 0.899], [3.655, -4.243, 2.211], [3.156, -2.740, 1.400], [4.731, -2.957, 2.120], [-1.558, 0.960, 5.651], [0.283, 0.550, 5.005], [-2.023, 0.246, 7.432], [-2.879, 0.406, 4.288], [-1.603, 2.038, 5.809]], "lowdin_spin": [0.000, 0.000, 0.000, 0.000, 0.000, 0.000, 0.000, 0.000, 0.000, 0.000, 0.000, 0.000, 0.000, 0.000, 0.000, 0.000, 0.000, 0.000, 0.000, 0.000, 0.000, 0.000, 0.000, 0.000, 0.000, 0.000, 0.000, 0.000, 0.000, 0.000, 0.000, 0.000, 0.000, 0.000, 0.000, 0.000, 0.000, 0.000, 0.000, 0.000, 0.000, 0.000, 0.000, 0.000, 0.000, 0.000, 0.000, 0.000, 0.000, 0.000, 0.000, 0.000, 0.000, 0.000, 0.000, 0.000, 0.000, 0.000, 0.000, 0.000, 0.000, 0.000, 0.000, 0.000, 0.000, 0.000, 0.000, 0.000, 0.000, 0.000, 0.000, 0.000, 0.000, 0.000, 0.000, 0.000, 0.000, 0.000, 0.000, 0.000, 0.000, 0.000, 0.000, 0.000, 0.000, 0.000, 0.069, 0.098, 0.734, 0.084, 0.002, -0.001, 0.003, -0.001, 0.004, 0.004, 0.000, 0.000, 0.000, 0.000, 0.000, 0.000, 0.000, 0.000, 0.000, 0.000, 0.000, 0.001, 0.000, 0.003, 0.000], "multiplicity": 2, "homo_ha": [-0.39012, -0.39011], "molar_mass_da": 921.549, "gap_ev": [5.536, 1.834], "total_charge": 1, "energy_ev": -273991.5299}